The following is a quantum chemistry calculation of a molecular structure, C21H65AlBrO13S in a non-equilibrium geometry, from the OMol25 dataset.

The geometry in XYZ format:
```
102
Properties=species:S:1:pos:R:3:forces:R:3
C -1.463465 2.440604 4.125879 1.624 -0.093 0.475
O -1.959214 1.691315 2.956248 -0.622 2.390 0.512
C -2.560708 2.573581 1.944075 -1.313 0.152 -1.353
C -1.555550 3.029603 0.731628 0.535 0.617 0.477
C -0.015733 3.356782 1.189273 0.105 0.012 0.461
C 0.939802 3.684323 -0.140871 0.718 -0.406 1.590
C 1.852359 2.349316 -0.409584 0.237 0.061 -1.311
C 1.319465 1.370697 -1.612493 1.018 -0.452 0.084
C 2.647909 0.475170 -2.090782 -0.555 0.989 0.522
Al 2.298510 -1.546574 -2.151970 0.636 0.428 -0.601
S 2.196302 -2.560360 -0.091649 -1.446 -0.456 0.515
C 0.616085 -1.944706 -3.268725 -0.997 -0.533 -0.871
C 0.869508 -3.376107 -4.034541 6.435 -1.933 3.865
O 1.951370 -4.122290 -3.694626 -7.918 4.437 -2.955
Br -0.408575 -4.005619 -5.464657 0.765 0.252 0.692
H -1.883318 3.538978 4.212897 0.741 -2.291 -0.332
H -0.275304 2.467533 4.013923 -2.528 0.264 0.363
H -1.673184 1.838676 5.117754 0.120 1.117 -2.078
H -3.432129 1.939789 1.429997 1.879 1.237 1.190
H -3.120874 3.514009 2.418606 1.478 -1.961 -0.714
H -1.977615 4.024558 0.236177 0.616 -2.432 0.879
H -1.526310 2.159123 -0.050983 0.011 1.756 1.329
H 0.070833 4.257251 1.966401 -0.588 -1.865 -1.765
H 0.382441 2.406289 1.791309 -0.652 2.026 -1.603
H 0.313480 4.054548 -1.057326 1.040 -1.031 1.619
H 1.704113 4.565687 0.111124 -1.775 -1.846 -0.331
H 2.941025 2.719301 -0.720371 -2.373 -0.878 0.508
H 2.010454 1.662512 0.540296 -0.472 1.710 -1.893
H 0.907683 1.930623 -2.558200 0.692 -0.727 1.922
H 0.459394 0.647166 -1.241403 1.594 1.538 -0.528
H 2.955973 0.879235 -3.145419 -0.212 -0.692 1.901
H 3.527283 0.636791 -1.300176 -1.808 -0.148 -1.874
H 3.580258 -2.195235 -2.888002 0.055 0.122 0.120
H 0.860043 -2.974902 0.112437 1.461 0.630 -0.443
H -0.298189 -1.999872 -2.521356 1.515 -0.183 -1.816
H 0.451973 -1.040088 -4.016229 0.000 -2.141 1.194
C -2.636008 -1.868221 3.520106 0.231 0.183 0.014
O -1.716426 -1.036138 4.202896 0.044 0.373 0.237
H -2.525774 -2.892676 3.883503 0.025 0.278 -0.103
H -3.654555 -1.522991 3.713619 -0.211 -0.154 -0.145
H -2.427758 -1.839952 2.447789 -0.194 -0.154 -0.081
H -1.837529 -0.134420 3.859708 0.127 -0.352 -0.064
C -4.698127 3.258383 -1.290351 -0.193 0.062 -0.338
O -4.015382 4.381220 -0.763767 -0.072 0.929 0.242
H -4.098050 2.362645 -1.113493 0.002 0.187 0.058
H -5.664381 3.151259 -0.791404 -0.074 -0.247 -0.055
H -4.843642 3.390402 -2.365260 -0.074 -0.274 0.277
H -4.571483 5.160212 -0.935424 0.377 -0.456 0.095
C 6.749583 1.485683 -0.767551 0.046 -0.219 0.276
O 5.606784 0.901598 -0.170016 -0.023 -0.121 0.558
H 6.439567 2.050867 -1.649693 -0.057 -0.207 0.189
H 7.229575 2.161003 -0.055077 0.186 0.105 -0.250
H 7.446908 0.699728 -1.067628 0.168 0.137 -0.171
H 5.912930 0.407112 0.609279 -0.347 0.168 -0.462
C -2.523797 -5.882074 5.056010 -0.005 0.072 0.153
O -3.379682 -4.935940 4.442423 -0.563 0.069 0.147
H -1.892312 -6.338936 4.290359 -0.141 0.153 0.062
H -1.892875 -5.379818 5.793401 0.142 -0.234 0.038
H -3.123197 -6.656618 5.540602 0.199 -0.191 0.120
H -3.927327 -4.547531 5.145818 0.291 -0.097 -0.483
C -4.550247 -7.883991 1.860288 0.181 0.176 0.003
O -5.543716 -7.428597 2.760193 -0.166 0.070 0.592
H -5.035889 -8.274101 0.962688 0.000 0.077 0.195
H -3.896782 -7.052234 1.586002 0.139 -0.151 -0.133
H -3.967469 -8.679245 2.331428 0.194 -0.058 -0.190
H -5.083146 -7.088529 3.546176 -0.300 -0.016 -0.481
C 3.971604 3.960840 2.822838 0.137 -0.128 -0.274
O 3.640630 3.301503 1.614565 0.384 0.140 0.010
H 3.056899 4.135797 3.394172 0.072 -0.069 -0.153
H 4.649328 3.333901 3.407395 0.029 0.158 0.256
H 4.446923 4.918715 2.597941 0.046 0.136 0.283
H 4.471368 3.159845 1.129437 -0.525 -0.199 0.096
C 5.313200 -3.186485 -5.260395 -0.270 -0.079 -0.107
O 6.022659 -1.981517 -5.481562 0.319 0.526 -0.567
H 5.553223 -3.562105 -4.262890 -0.109 0.206 -0.168
H 4.239307 -2.995643 -5.326747 0.009 -0.286 0.212
H 5.609383 -3.927125 -6.007229 -0.068 -0.232 0.016
H 5.789814 -1.672366 -6.373610 0.132 -0.124 0.618
C -0.855417 7.555042 1.698955 -0.089 -0.199 -0.154
O -1.320333 6.267183 2.058769 -0.307 -0.127 -0.133
H -0.443194 8.044214 2.584676 -0.084 -0.148 -0.085
H -0.074772 7.462797 0.939909 0.067 0.252 -0.015
H -1.687061 8.148563 1.311484 0.129 0.263 -0.040
H -1.680063 5.857862 1.253418 0.220 0.012 0.478
C 8.417996 4.362564 -2.539050 -0.224 -0.005 -0.057
O 7.551816 4.363097 -1.419261 -0.409 0.265 0.055
H 9.452300 4.334631 -2.188119 -0.201 0.002 0.040
H 8.220178 3.480911 -3.153564 0.201 0.034 -0.179
H 8.258642 5.271303 -3.124568 0.209 -0.045 -0.193
H 6.642052 4.388210 -1.761663 0.471 -0.039 0.299
C -4.317818 1.828887 -4.857597 0.052 -0.073 -0.220
O -5.322544 2.605148 -4.231386 -0.682 0.325 -0.400
H -3.617047 1.475014 -4.097721 -0.168 0.110 -0.073
H -4.776145 0.970752 -5.355202 0.242 -0.098 -0.044
H -3.782597 2.442978 -5.585925 0.180 -0.196 -0.038
H -5.928969 2.904960 -4.929886 0.308 -0.155 0.471
C -5.748474 -11.202800 1.031496 -0.114 0.089 0.151
O -6.604359 -10.256668 0.417910 -0.398 0.271 0.119
H -5.116989 -11.659662 0.265845 -0.150 0.136 0.055
H -5.117552 -10.700545 1.768887 0.127 -0.237 0.053
H -6.347875 -11.977345 1.516088 0.208 -0.165 0.079
H -7.152004 -9.868259 1.121305 0.308 -0.103 -0.444
```
Positions in Å, forces in eV/Å.

Output
* 2S+1: 1
* E_HOMO: -4.35 eV
* LUMO level: 2.0 eV
* energy above the lowest of the compared OMol25 structures with the same formula, charge and spin: 139.0 kcal per mole
* total charge: -1
* maximum force: 9.5 eV/A
* Kohn-Sham gap: 6.34 eV